No. 1
109
Properties=species:S:1:pos:R:3:mulliken_charge:R:1 method="wB97M-V/def2-TZVPD" e_homo_ev=-4.082 gap_ev=5.49 lumo_energy_ev=1.4 total_charge=-1
C -0.607 -3.482 2.607 -1.15
C -0.247 -2.726 1.329 0.46
C -1.160 -1.543 0.936 0.60
C -2.014 -0.920 2.041 0.37
N -3.140 -1.750 2.453 -0.22
Ga -4.914 -0.950 2.196 0.22
N -6.253 -2.349 1.987 -0.58
H -0.632 -2.819 3.473 0.23
H 0.123 -4.273 2.802 0.44
H -1.598 -3.927 2.524 0.15
H -0.253 -3.447 0.504 -0.34
H 0.789 -2.377 1.401 0.15
H -0.508 -0.757 0.545 -0.50
H -1.818 -1.837 0.115 0.15
H -2.360 0.049 1.645 0.03
H -1.353 -0.667 2.887 -0.92
H -3.042 -1.961 3.440 0.27
H -4.829 -0.090 0.833 -0.30
H -5.307 -0.061 3.497 -0.32
H -6.143 -3.038 2.728 0.15
H -6.018 -2.858 1.137 0.19
Br -1.747 -4.225 -2.259 -0.09
C -1.059 -5.725 -1.241 -0.43
C -2.175 -6.648 -0.826 -0.49
Br -3.270 -5.853 0.564 -0.14
H -0.547 -5.305 -0.379 0.25
H -0.340 -6.239 -1.877 0.38
H -1.789 -7.576 -0.407 0.35
H -2.848 -6.874 -1.647 0.19
Br 1.080 -0.628 -1.847 -0.07
C 2.466 0.719 -1.740 -0.19
C 2.925 0.873 -0.310 -0.63
Br 1.449 1.548 0.763 0.01
H 2.003 1.635 -2.097 -0.22
H 3.286 0.426 -2.394 0.52
H 3.752 1.573 -0.222 0.22
H 3.197 -0.079 0.137 0.39
Br -3.363 -9.925 0.657 -0.15
C -4.975 -9.104 1.370 -0.38
C -5.519 -9.858 2.552 -0.61
Br -6.364 -11.536 2.043 -0.16
H -5.682 -9.056 0.548 0.39
H -4.685 -8.097 1.658 0.12
H -6.290 -9.269 3.042 0.39
H -4.742 -10.112 3.265 0.36
Br 0.785 5.330 1.057 -0.06
C -0.736 4.966 -0.100 -0.58
C -1.979 4.617 0.681 -0.59
Br -1.920 2.813 1.385 -0.04
H -0.436 4.157 -0.761 0.19
H -0.892 5.877 -0.673 0.37
H -2.851 4.646 0.031 0.40
H -2.125 5.289 1.521 0.36
Br -3.556 -8.604 -3.844 -0.12
C -2.281 -10.018 -3.476 -0.54
C -0.891 -9.482 -3.253 -0.09
Br -0.051 -8.889 -4.900 -0.13
H -2.325 -10.706 -4.315 0.41
H -2.635 -10.513 -2.574 0.26
H -0.247 -10.260 -2.848 0.38
H -0.895 -8.626 -2.585 -0.17
Br 4.839 0.631 3.146 -0.16
C 4.844 2.434 3.870 -0.54
C 4.072 3.397 3.011 0.09
Br 5.020 3.863 1.372 -0.16
H 5.886 2.720 3.978 0.44
H 4.370 2.363 4.847 0.34
H 3.904 4.336 3.534 0.28
H 3.115 2.994 2.695 -0.32
Br -4.632 -2.166 -7.237 -0.18
C -2.982 -1.263 -6.742 -0.65
C -2.316 -1.897 -5.549 -0.52
Br -3.228 -1.499 -3.887 -0.13
H -3.245 -0.227 -6.553 0.36
H -2.335 -1.326 -7.614 0.39
H -1.307 -1.502 -5.440 0.25
H -2.272 -2.979 -5.632 0.42
Br -0.013 1.452 -5.969 -0.09
C 1.456 2.702 -6.184 -0.65
C 2.231 2.882 -4.903 -0.50
Br 1.255 3.934 -3.595 -0.14
H 1.023 3.635 -6.530 0.38
H 2.101 2.286 -6.955 0.36
H 3.158 3.419 -5.091 0.40
H 2.446 1.928 -4.431 0.26
Br 1.642 -0.200 6.079 -0.17
C 0.144 0.699 5.221 -0.20
C 0.622 1.741 4.249 0.09
Br 1.300 3.335 5.147 -0.18
H -0.469 1.118 6.013 0.45
H -0.411 -0.072 4.692 -0.09
H -0.196 2.094 3.624 0.01
H 1.425 1.365 3.624 0.03
Br 3.498 7.299 2.815 -0.10
C 5.435 7.196 2.875 -0.66
C 6.055 8.501 3.300 -0.58
Br 5.959 9.836 1.891 -0.15
H 5.757 6.888 1.886 0.41
H 5.679 6.415 3.592 0.33
H 7.113 8.368 3.515 0.39
H 5.554 8.928 4.163 0.37
Br 5.275 13.334 -2.820 -0.15
C 3.793 12.467 -1.909 -0.57
C 4.248 11.333 -1.029 -0.61
Br 4.778 9.772 -2.051 -0.10
H 3.111 12.130 -2.684 0.38
H 3.317 13.239 -1.310 0.36
H 3.434 11.007 -0.385 0.37
H 5.103 11.612 -0.421 0.27


No. 2
104
Properties=species:S:1:pos:R:3:mulliken_charge:R:1 method="wB97M-V/def2-TZVPD" e_homo_ev=-9.267 relative_energy_kcal_mol=29.4 gap_ev=9.46 smiles="CN(C)C=O.CN(C)C=O.CN(C)C=O.CN(C)C=O.CN(C)C=O.CN(C)C=O.ClCCCl.ClCCCl.ClCCCl.ClCCCl" lumo_energy_ev=0.2 total_charge=0
C 6.209 0.165 3.337 -0.80
N 5.058 -0.672 3.529 0.27
C 3.715 0.016 3.583 -0.96
C 5.112 -1.969 3.942 0.06
O 4.175 -2.658 4.321 -0.54
H 6.296 0.979 4.064 0.28
H 6.252 0.573 2.327 0.28
H 7.055 -0.501 3.420 0.31
H 3.536 0.349 4.589 0.60
H 3.786 0.843 2.919 0.34
H 2.904 -0.628 3.358 -0.09
H 6.176 -2.309 3.874 0.21
C -5.595 -1.080 -0.334 -0.74
N -4.834 -1.150 0.943 0.20
C -4.150 -2.429 1.171 -0.91
C -5.025 -0.316 1.940 0.16
O -4.720 -0.521 3.099 -0.63
H -4.859 -1.327 -1.108 0.14
H -5.881 -0.054 -0.512 0.29
H -6.425 -1.776 -0.294 0.31
H -3.654 -2.524 2.152 0.35
H -4.929 -3.201 1.199 0.42
H -3.378 -2.599 0.390 0.11
H -5.570 0.569 1.648 0.32
C 1.853 4.405 4.042 -0.90
N 2.527 3.861 2.852 0.25
C 1.810 2.939 1.971 -0.78
C 3.854 3.887 2.772 -0.02
O 4.477 3.296 1.886 -0.59
H 1.746 3.642 4.764 0.37
H 0.922 4.822 3.723 0.26
H 2.573 5.009 4.609 0.29
H 2.499 2.673 1.164 0.29
H 1.435 2.068 2.510 0.38
H 0.916 3.431 1.588 0.07
H 4.338 4.472 3.539 0.33
C 0.622 3.591 -1.543 -0.65
N 0.672 4.383 -2.842 0.09
C 2.010 4.636 -3.295 -1.00
C -0.449 4.855 -3.422 0.27
O -0.448 5.685 -4.305 -0.61
H 1.191 2.648 -1.675 0.26
H -0.447 3.308 -1.285 0.01
H 1.023 4.170 -0.701 0.37
H 1.914 5.487 -3.950 0.39
H 2.636 4.875 -2.442 0.29
H 2.381 3.723 -3.780 0.29
H -1.366 4.454 -2.944 0.26
C -4.412 -2.734 -4.763 -0.89
N -3.879 -3.899 -4.134 0.14
C -4.371 -4.142 -2.721 -0.88
C -2.989 -4.749 -4.760 0.20
O -2.568 -4.623 -5.910 -0.59
H -4.185 -2.787 -5.841 0.32
H -4.030 -1.807 -4.259 0.21
H -5.520 -2.765 -4.607 0.34
H -3.932 -5.088 -2.495 0.27
H -4.005 -3.361 -2.015 0.30
H -5.466 -4.231 -2.838 0.33
H -2.680 -5.536 -4.038 0.25
C -1.704 -0.087 -0.694 -0.30
N -0.344 -0.309 -0.303 0.52
C 0.513 -0.850 -1.403 -0.27
C 0.148 -0.040 0.900 0.06
O 1.321 -0.213 1.209 -0.63
H -2.128 -0.926 -1.264 0.04
H -1.674 0.821 -1.360 0.19
H -2.317 0.024 0.221 -0.04
H 0.555 -0.019 -2.094 0.43
H 1.449 -1.196 -1.016 -0.45
H -0.009 -1.704 -1.852 0.07
H -0.709 0.245 1.562 0.39
Cl 3.992 -1.630 -2.339 -0.16
C 5.054 -1.365 -0.943 -0.68
C 4.231 -1.214 0.314 0.01
Cl 3.332 -2.712 0.853 -0.16
H 5.745 -0.574 -1.148 0.43
H 5.571 -2.326 -0.864 0.34
H 3.614 -0.346 0.260 0.06
H 5.066 -1.113 1.056 0.17
Cl -1.097 -3.756 2.078 -0.22
C 0.556 -3.460 2.728 0.62
C 0.589 -3.414 4.179 -0.40
Cl -0.382 -2.056 4.919 -0.20
H 0.864 -2.472 2.382 -0.76
H 1.200 -4.275 2.383 0.34
H 1.641 -3.271 4.385 0.17
H 0.262 -4.374 4.590 0.42
Cl -1.581 3.454 2.056 -0.04
C -2.942 4.612 1.795 -0.58
C -4.177 4.003 1.306 -0.46
Cl -4.050 3.136 -0.273 -0.18
H -2.559 5.358 1.088 0.29
H -3.242 5.036 2.759 0.37
H -4.941 4.800 1.158 0.37
H -4.513 3.272 2.050 0.28
Cl 1.650 -1.935 -6.303 -0.23
C 0.736 -2.740 -4.865 -0.25
C -0.645 -2.343 -4.792 -0.36
Cl -0.866 -0.558 -4.500 -0.14
H 1.264 -2.495 -3.949 0.08
H 0.774 -3.816 -5.097 0.36
H -0.999 -2.895 -3.903 0.04
H -1.156 -2.655 -5.686 0.52